Density functional theory data (wB97M-V/def2-TZVPD) for a structure of composition C4H11NO3.

CARTESIAN COORDINATES (ANGSTROEM)
C: -0.87 0.82 -0.44
C: 0.18 1.59 0.27
C: -2.18 0.60 0.27
C: -0.22 -0.99 -0.78
O: -0.14 -1.64 0.43
O: -0.71 -1.54 -1.74
H: -0.52 -2.53 0.31
H: -0.98 1.08 -1.49
H: -2.01 0.19 1.26
H: 0.13 1.46 1.35
H: 1.19 1.24 -0.04
H: 0.16 2.64 -0.01
H: -2.69 1.56 0.39
H: -2.83 -0.07 -0.29
N: 2.87 -0.97 0.42
O: 2.40 -0.29 -0.66
H: 1.11 -0.56 -0.89
H: 2.44 -0.64 1.28
H: 2.67 -1.97 0.34

Orbital gap (alpha / beta) = 7.5 / 7.5 eV
Largest force on an atom = 3.7 eV/A
Energy = -439.3076 Ha
ΔE to the lowest compared entry with this formula, charge and spin = 137.0 kcal per mole
HOMO (alpha / beta) = -8.621 / -8.613 eV